# C17H45N8O9Sr

C17H45N8O9Sr as an isolated structure in a non-equilibrium geometry (the ωB97M-V functional and the def2-TZVPD basis, the OMol25 dataset).

Structure (XYZ):
```
80
Properties=species:S:1:pos:R:3:forces:R:3:mulliken_charge:R:1
Sr 1.527 2.312 0.173 -1.65 -1.09 -0.41 1.3283
C 0.224 -2.031 -0.561 -0.29 0.55 0.15 -1.1418
C 0.239 -0.513 -0.379 0.16 0.56 -0.55 0.2426
O 0.223 0.062 0.742 0.59 -0.40 0.79 -0.0884
O 0.269 0.192 -1.424 0.51 0.16 -0.65 -0.2337
H -0.831 -2.309 -0.576 0.00 -0.23 0.09 -0.0308
H 0.731 -2.578 0.230 -0.07 0.03 0.04 0.4786
H 0.644 -2.320 -1.521 0.03 0.15 -0.01 0.3750
C -1.308 3.525 -1.857 0.02 -1.45 0.69 0.4082
O -0.775 3.385 -0.729 0.68 0.60 -0.29 -0.5984
N -1.171 2.541 -2.777 0.21 0.33 0.01 -0.0826
N -2.096 4.561 -2.181 0.06 0.30 -0.05 -0.3785
H -0.545 1.782 -2.543 -0.10 -0.11 0.04 0.1313
H -1.510 2.631 -3.718 0.03 0.02 -0.03 0.1788
H -2.341 5.231 -1.474 0.01 -0.05 0.04 0.2780
H -2.669 4.497 -3.002 -0.10 0.16 -0.01 0.1575
C 0.461 -1.548 4.077 0.13 0.72 0.72 0.4388
O 0.360 -1.974 5.217 0.03 -0.22 -0.61 -0.7151
N 0.711 -2.312 2.971 0.19 -0.70 0.47 -0.2451
N 0.413 -0.208 3.801 -0.01 -0.53 -0.36 -0.0414
H 0.728 -3.300 3.164 -0.11 0.00 -0.32 0.2465
H 0.586 -1.960 2.040 -0.19 0.10 0.05 -0.1175
H 0.557 0.062 2.838 -0.20 0.42 0.24 -0.0751
H 0.339 0.405 4.588 -0.14 0.19 -0.10 0.2199
C 0.307 -0.903 -5.310 0.11 0.45 -0.40 0.4991
O 0.008 -0.930 -6.491 0.11 -0.10 0.47 -0.6548
N 1.468 -1.436 -4.813 0.12 -0.41 -0.47 -0.3579
N -0.433 -0.279 -4.353 -0.59 0.53 0.37 -0.1824
H 1.777 -1.256 -3.880 0.06 -0.02 0.11 0.2371
H 2.081 -1.857 -5.490 0.04 -0.01 0.17 0.1930
H -1.244 0.242 -4.631 -0.06 -0.34 -0.24 0.1498
H -0.245 -0.336 -3.365 0.18 -0.10 0.11 -0.0027
C -3.799 -3.958 -0.541 1.27 -0.25 -0.15 -0.6070
O -3.990 -3.700 0.817 -1.33 0.36 0.29 -0.3863
C -2.840 -3.592 1.605 0.59 -0.08 -0.02 0.3568
C -3.224 -3.166 3.006 -0.85 0.28 -0.37 -0.9048
N -3.837 -1.856 3.123 -0.21 0.95 -0.54 -0.3997
C -2.924 -0.734 2.923 -0.33 -0.36 -0.08 0.6377
C -3.680 0.560 2.658 1.31 0.36 0.64 -1.0747
O -4.117 0.760 1.337 -0.96 -0.27 -0.40 -0.4791
C -3.144 0.849 0.317 0.30 -0.36 1.07 -0.2642
H -4.720 -4.047 -1.111 -0.31 -0.01 0.50 0.2772
H -3.224 -4.888 -0.638 -0.08 -0.03 -0.29 0.3242
H -3.213 -3.159 -1.020 0.05 0.06 0.04 0.1262
H -2.154 -2.865 1.150 0.21 -0.15 -0.04 -0.3394
H -2.367 -4.578 1.728 0.30 0.06 -0.41 0.5018
H -2.367 -3.147 3.681 0.11 -0.37 -0.09 0.4214
H -3.938 -3.939 3.304 0.03 0.19 0.50 0.3306
H -4.583 -1.665 2.459 -0.17 -0.90 0.03 0.3498
H -2.270 -0.814 2.037 0.29 -0.41 0.31 -0.4390
H -2.313 -0.663 3.827 0.14 0.30 -0.19 0.2121
H -2.945 1.340 2.916 -0.15 0.30 -0.06 0.3725
H -4.524 0.670 3.336 -0.21 -0.03 -0.23 0.3874
H -3.605 1.303 -0.555 -0.02 0.16 0.03 0.2831
H -2.753 -0.136 0.042 -0.06 -0.07 -0.13 0.0498
H -2.295 1.422 0.705 0.08 0.25 -0.38 0.2279
C 2.894 1.492 3.585 0.64 -0.30 0.03 -1.0043
O 2.832 1.040 2.227 -0.11 0.89 -0.43 0.2243
C 3.954 0.209 1.895 -0.67 0.16 -0.32 -0.9107
C 3.904 -0.123 0.411 -0.25 -0.79 0.45 -0.4928
N 3.776 1.088 -0.405 -0.26 -0.28 0.16 -0.0371
C 3.709 0.834 -1.849 0.31 0.92 0.18 -0.6782
C 3.537 2.185 -2.564 0.18 -1.10 -1.42 -0.8788
O 2.226 2.729 -2.394 0.13 -0.38 0.93 0.0928
C 2.062 3.932 -3.108 0.21 1.25 -0.77 -0.8280
H 2.817 0.644 4.263 -0.21 0.00 0.03 0.3243
H 2.092 2.202 3.766 -0.09 -0.05 -0.04 0.3519
H 3.861 1.964 3.778 -0.04 0.20 -0.10 0.2803
H 3.796 -0.697 2.483 0.76 -0.10 0.03 0.4388
H 4.869 0.767 2.113 0.11 -0.29 0.35 0.4229
H 3.075 -0.824 0.264 -0.43 0.56 -0.27 -0.0395
H 4.748 -0.764 0.131 0.39 0.40 0.10 0.4925
H 4.596 1.672 -0.255 0.05 -0.09 0.13 0.1776
H 2.897 0.148 -2.091 -0.27 0.26 0.14 0.1446
H 4.626 0.339 -2.183 0.05 0.20 -0.23 0.4922
H 3.713 1.935 -3.618 -0.34 0.27 -0.15 0.4776
H 4.296 2.948 -2.359 0.05 -0.14 0.58 0.5497
H 2.160 3.803 -4.189 0.05 -0.36 0.06 0.2957
H 2.803 4.689 -2.823 0.15 -0.21 0.13 0.3315
H 1.095 4.409 -2.949 -0.17 -0.55 0.36 0.1919
```
Forces are in eV/Å.

Results
- charge = +1
- total energy (Eh) = -1820.63343
- HOMO-LUMO gap (eV) = 6.5



# C18H51N8O5P3

A 3-piece molecular cluster, C18H51N8O5P3 overall in a non-equilibrium geometry (the ωB97M-V functional and the def2-TZVPD basis, the OMol25 dataset).

Structure (XYZ):
```
85
Properties=species:S:1:pos:R:3:forces:R:3:mulliken_charge:R:1
C 1.331 -1.270 0.427 0.01 0.25 0.15 -1.2388
C 1.098 0.242 0.205 0.46 -0.89 -0.29 -0.2768
C -0.168 0.490 -0.607 -0.10 0.51 0.35 -0.3366
C -1.248 1.246 0.158 0.93 0.31 -0.56 -0.2430
O -2.499 1.177 -0.558 -0.47 0.16 0.80 -0.3637
C -3.369 0.314 -0.050 -0.20 -0.44 0.04 0.5646
O -3.101 -0.612 0.681 0.13 0.70 -0.06 -0.5181
N -4.714 0.580 -0.517 -0.28 -0.34 -0.23 0.1876
N -4.732 -0.006 -1.831 -0.04 0.13 -0.30 -0.6988
P -5.903 -0.147 0.558 0.32 -1.57 1.07 0.2197
C -7.389 -0.475 -0.489 0.26 1.38 -0.08 -1.1027
O -6.367 1.133 1.512 -0.04 0.11 -0.95 -0.4587
H 1.857 -1.471 1.360 0.06 -0.06 0.00 0.2542
H 0.394 -1.827 0.431 -0.07 -0.01 0.16 0.3591
H 1.932 -1.668 -0.389 0.02 -0.09 -0.02 0.3126
H 1.132 0.789 1.147 -0.16 0.09 0.02 0.4237
H 1.934 0.566 -0.412 0.14 0.34 0.25 0.2256
H 0.124 1.123 -1.443 -0.32 -0.26 -0.40 0.1202
H -0.574 -0.459 -0.951 -0.04 0.02 -0.23 0.3482
H -1.331 0.961 1.204 -0.34 -0.38 -0.06 0.0219
H -0.976 2.300 0.149 -0.19 0.11 0.04 0.3737
H -5.477 0.402 -2.379 0.03 0.22 0.07 0.2592
H -4.902 -1.009 -1.775 0.09 -0.01 0.06 0.2479
H -8.102 -0.960 0.173 0.02 -0.18 0.02 0.3628
H -7.167 -1.117 -1.335 -0.03 -0.17 0.05 0.3509
H -7.838 0.462 -0.835 -0.06 -0.07 -0.18 0.3235
H -7.194 0.865 1.927 -0.04 0.16 0.30 0.2949
O -0.526 1.577 4.870 0.78 -1.15 -3.03 -0.8933
P -0.859 0.119 5.021 -2.03 0.06 5.86 1.0357
N -2.551 0.218 5.312 0.11 0.08 -0.52 -0.0429
C -3.382 -0.831 5.869 0.04 -0.50 -0.11 -0.7487
C -3.319 0.973 4.323 0.10 0.43 -0.09 -1.1148
N -0.006 -0.179 6.500 0.25 -0.03 0.06 0.3246
C -0.705 -0.485 7.732 -0.22 -0.37 -0.08 -1.0980
C 1.137 0.687 6.757 -0.02 0.22 -0.11 -1.0711
N -0.864 -1.580 4.637 1.42 1.12 -2.24 0.0630
C 0.416 -2.305 4.788 0.12 -0.17 0.30 -0.9492
C -1.302 -1.781 3.232 -0.63 0.03 0.02 -1.1572
H -3.624 -1.621 5.144 -0.01 0.02 0.00 0.2424
H -4.327 -0.398 6.207 0.04 0.13 -0.09 0.3541
H -2.939 -1.302 6.740 0.14 -0.01 -0.10 0.1720
H -3.598 0.357 3.456 -0.11 -0.01 0.06 0.3440
H -2.756 1.830 3.960 0.13 -0.06 0.07 0.3043
H -4.236 1.364 4.770 -0.01 -0.10 0.07 0.3474
H -1.441 0.284 8.001 -0.04 -0.07 0.05 0.3059
H 0.005 -0.574 8.556 0.11 0.12 -0.09 0.4060
H -1.197 -1.459 7.674 -0.11 0.08 -0.04 0.2526
H 0.841 1.659 7.171 0.06 0.04 -0.04 0.3110
H 1.703 0.870 5.845 -0.07 0.06 -0.01 0.3209
H 1.817 0.204 7.464 -0.11 -0.10 0.04 0.3489
H 1.241 -1.806 4.273 0.06 -0.09 -0.04 0.2988
H 0.312 -3.311 4.376 -0.16 0.11 -0.18 0.3794
H 0.680 -2.428 5.833 -0.05 0.24 0.05 0.2917
H -0.602 -1.335 2.522 0.03 -0.13 -0.08 0.2504
H -2.282 -1.334 3.059 0.04 0.07 0.06 0.1262
H -1.399 -2.842 3.005 0.07 -0.03 0.11 0.5764
O 2.961 0.811 -3.144 -3.57 1.11 -1.13 -0.7809
P 3.149 0.724 -4.645 7.12 -2.34 1.03 0.9727
N 3.778 -0.897 -4.595 -0.42 -0.32 -0.18 0.0440
C 4.568 -1.544 -5.625 -0.16 0.01 -0.44 -0.7735
C 2.918 -1.890 -3.959 -0.02 0.12 0.47 -0.9172
N 4.464 1.839 -4.778 -0.32 0.60 -0.26 0.1716
C 5.823 1.392 -5.009 0.01 -0.25 -0.40 -1.0850
C 4.440 2.953 -3.838 -0.13 -0.05 0.21 -1.0753
N 2.960 0.629 -6.384 -2.86 1.59 0.69 -0.0461
C 2.955 1.908 -7.130 0.30 0.22 -0.17 -0.9824
C 1.688 -0.054 -6.738 0.16 -0.62 0.03 -1.1213
H 3.968 -1.885 -6.482 0.02 -0.04 0.00 0.2662
H 5.057 -2.425 -5.200 -0.10 0.00 0.12 0.3625
H 5.364 -0.915 -6.006 -0.12 0.12 -0.03 0.1535
H 2.174 -2.303 -4.656 0.07 -0.12 0.00 0.3092
H 2.383 -1.463 -3.113 0.03 0.12 -0.06 0.0830
H 3.514 -2.719 -3.571 0.06 -0.01 -0.10 0.3880
H 6.162 0.671 -4.255 0.04 -0.03 -0.06 0.2911
H 6.505 2.244 -4.994 -0.13 0.10 0.12 0.4223
H 5.932 0.959 -6.006 -0.02 -0.11 0.07 0.2641
H 4.827 2.675 -2.851 -0.06 0.04 0.03 0.3163
H 3.429 3.335 -3.708 -0.01 -0.06 0.06 0.3238
H 5.045 3.778 -4.225 0.05 -0.09 -0.10 0.3572
H 2.246 2.629 -6.717 -0.03 0.04 -0.10 0.3385
H 2.686 1.720 -8.171 -0.15 -0.18 0.09 0.3835
H 3.942 2.359 -7.145 0.03 -0.04 0.25 0.2796
H 0.814 0.511 -6.405 -0.04 0.04 -0.14 0.3770
H 1.640 -1.046 -6.288 0.09 0.06 0.09 0.2603
H 1.622 -0.192 -7.817 0.09 0.07 -0.01 0.4234
```
Forces are in eV/Å.

Results
- charge = 0
- total energy (Eh) = -2554.64209
- HOMO-LUMO gap (eV) = 7.9



> Which of these has the lowest charge?

C18H51N8O5P3



> Which of these has the lowest HOMO-LUMO gap?

C17H45N8O9Sr



> Which formula does entry 1 have?

C17H45N8O9Sr



> The highest total energy belongs to which entry?

C17H45N8O9Sr